Formula: C5H4O
Source: OMol25
Level of theory: ωB97M-V/def2-TZVPD

Structure (XYZ):
```
10
Properties=species:S:1:pos:R:3:forces:R:3
C -0.017 -0.202 -2.142 -1.1 2.1 2.2
C -0.511 0.230 -0.948 1.5 -1.1 0.0
C -1.265 0.505 -2.131 -2.7 -0.3 -0.9
C 0.478 0.155 2.413 -0.6 -0.3 1.1
C 0.827 -0.487 1.364 0.3 -0.6 -1.9
O -2.294 0.850 -2.655 1.6 0.0 0.4
H 0.891 -0.247 -2.652 1.1 -0.9 -1.0
H 0.635 -0.468 3.345 -0.3 1.5 -0.5
H -0.077 1.083 2.236 0.2 -0.2 1.0
H 1.335 -1.417 1.170 0.0 -0.1 -0.2
```
Positions in Å, forces in eV/Å.

Net charge: 0
HOMO level (alpha / beta) in Eh: -0.336 / -0.319
Orbital gap (alpha / beta) in Eh: 0.335 / 0.260
DFT total energy in hartree: -267.87166
LUMO energy (alpha / beta) in eV: -0.030 / -1.602
Relative energy (zero: lowest compared OMol25 entry of this formula, charge and spin) in kJ/mol: 631.9



Formula: C3H3NOS2
Source: OMol25
Level of theory: ωB97M-V/def2-TZVPD

Structure (XYZ):
```
10
Properties=species:S:1:pos:R:3:forces:R:3
C -0.161 1.513 -0.059 0.4 -0.3 -0.4
C 1.052 0.898 -0.082 -1.5 0.7 -0.3
C 0.788 -0.513 -0.129 -0.3 -0.2 0.0
H -1.586 -2.161 1.149 0.0 0.0 0.0
H -0.470 2.543 -0.097 0.2 0.1 0.1
H 2.000 1.380 -0.218 0.2 -0.1 0.3
N -0.593 -0.607 -0.176 -0.1 0.1 0.0
O -1.213 0.665 -0.111 1.0 -0.2 0.3
S -1.621 -1.919 -0.175 0.1 0.0 0.0
S 1.805 -1.800 -0.103 0.0 0.0 0.0
```
Positions in Å, forces in eV/Å.

Net charge: 0
HOMO level in Eh: -0.309
SMILES: S=c1ccon1S
Orbital gap in Eh: 0.318
DFT total energy in hartree: -1042.39759
LUMO energy in eV: 0.242
Relative energy (zero: lowest compared OMol25 entry of this formula, charge and spin) in kJ/mol: 265.4



Formula: C19H56N8O9
Source: OMol25
Level of theory: ωB97M-V/def2-TZVPD

Structure (XYZ):
```
92
Properties=species:S:1:pos:R:3:forces:R:3
C 2.209 5.052 -32.266 6.5 -2.3 -4.3
O 3.247 4.255 -32.751 -5.1 3.3 2.2
N 2.078 6.301 -32.625 0.4 3.1 -2.3
N 1.418 4.716 -31.315 -3.9 -2.7 4.6
H 2.590 6.745 -33.492 -1.2 -1.2 1.7
H 1.242 6.815 -32.349 0.3 -0.2 -0.1
H 1.614 3.803 -30.854 -0.6 1.0 -0.6
H 0.678 5.362 -30.854 2.0 -1.6 -1.3
C 4.038 7.698 -34.883 0.1 5.2 -2.6
O 3.953 8.992 -35.338 0.3 -4.5 2.1
N 5.131 7.233 -34.343 2.5 3.4 0.5
N 3.086 6.824 -35.031 -3.0 -1.2 -1.3
H 5.833 8.033 -34.191 -1.1 -2.3 0.1
H 5.312 6.350 -33.944 -0.6 -0.6 0.3
H 2.122 7.058 -35.493 1.6 -0.4 0.9
H 3.335 5.851 -34.797 -0.4 0.6 -0.6
C -0.547 7.415 -34.859 5.1 -2.2 -3.5
O 0.532 7.091 -35.644 -5.0 1.8 3.2
N -1.518 6.573 -34.668 -3.2 -6.0 -0.4
N -0.759 8.491 -34.171 2.3 2.8 0.1
H -1.489 5.661 -35.222 0.1 1.9 1.2
H -2.042 6.490 -33.759 1.0 0.5 -1.7
H 0.030 9.135 -34.306 -0.6 0.6 0.6
H -1.696 8.761 -33.946 0.1 0.3 0.0
C 6.905 9.863 -33.308 1.1 3.7 8.6
O 7.378 10.142 -32.009 -2.1 -1.7 -6.9
N 7.199 8.865 -34.056 3.8 -4.9 -3.6
N 5.933 10.515 -33.877 -2.0 2.1 -1.1
H 7.821 8.129 -33.687 -0.3 0.9 -0.5
H 7.089 8.915 -35.123 0.5 0.1 2.4
H 5.567 11.286 -33.393 -0.3 1.0 0.7
H 5.287 10.103 -34.576 0.4 -0.1 0.3
C 4.378 3.638 -29.762 1.3 -1.1 0.0
C 4.317 5.124 -29.568 9.3 -2.4 0.4
C 5.193 5.808 -30.611 0.4 1.1 0.7
O 3.202 5.661 -29.482 -9.2 2.7 -0.4
H 5.408 3.236 -29.636 -0.4 0.5 0.2
H 4.113 3.247 -30.730 -0.7 0.2 -0.5
H 3.811 3.212 -28.975 -0.8 -0.9 0.7
H 4.803 5.270 -28.586 0.3 0.1 -0.1
H 5.437 6.855 -30.317 -0.3 -0.6 -0.2
H 4.658 5.810 -31.547 0.0 0.0 -0.6
H 6.120 5.282 -30.695 0.7 -0.3 -0.4
H 2.659 5.304 -30.228 0.3 0.9 1.3
C 4.081 9.384 -31.405 1.3 0.3 1.1
C 3.303 8.935 -30.208 4.9 2.3 3.4
C 2.875 10.135 -29.349 1.0 0.9 -0.1
O 2.304 8.194 -30.506 -6.3 -3.1 -1.9
H 4.948 9.938 -31.048 0.0 0.4 -0.1
H 3.444 10.013 -31.989 -0.2 0.2 -0.9
H 4.568 8.567 -31.918 -0.5 -0.4 -0.6
H 3.923 8.300 -29.526 0.6 0.7 -0.3
H 3.772 10.820 -29.202 -1.1 -0.8 -0.2
H 2.481 9.902 -28.353 0.1 -0.3 -0.3
H 2.104 10.687 -29.888 0.0 0.2 0.0
H 2.564 7.482 -31.096 0.3 -0.1 0.1
C 0.716 12.277 -34.349 0.4 -0.1 -0.7
C 1.284 11.176 -33.443 -1.9 8.4 5.4
C 0.345 10.860 -32.314 -1.0 0.7 1.2
O 1.516 10.122 -34.031 4.1 -8.5 -5.6
H 0.754 13.164 -33.717 -0.7 0.4 -0.4
H -0.320 11.957 -34.692 1.2 0.7 0.4
H 1.373 12.456 -35.266 -0.8 -0.3 1.2
H 2.170 11.561 -32.845 -0.3 0.1 -0.9
H -0.653 10.547 -32.579 -0.4 0.1 -0.5
H 0.238 11.649 -31.574 -0.1 0.5 -0.2
H 0.741 10.058 -31.744 0.6 -1.0 0.4
H 2.440 10.158 -34.391 -1.0 -1.1 -0.4
C 4.631 1.669 -36.116 -0.3 -0.2 2.1
C 3.776 2.430 -35.083 3.1 4.0 -5.8
C 3.057 3.585 -35.806 -1.1 -0.1 0.4
O 2.991 1.680 -34.439 -4.7 -5.6 2.4
H 5.205 0.993 -35.498 0.4 -0.6 -0.3
H 5.277 2.329 -36.591 1.5 1.4 -0.6
H 4.176 1.183 -36.936 -1.2 -0.8 -0.5
H 4.433 2.853 -34.403 1.9 1.2 1.1
H 2.512 4.252 -35.092 0.6 -0.6 -0.4
H 2.231 3.149 -36.405 0.7 0.2 -0.2
H 3.780 4.135 -36.408 -0.3 0.2 -0.2
H 2.864 2.052 -33.596 -0.6 0.6 1.7
C 6.618 4.679 -33.767 -1.1 1.6 -3.0
C 7.503 4.347 -34.974 -8.1 2.4 -3.4
C 7.504 5.468 -36.013 -0.4 1.0 -1.0
O 8.684 4.060 -34.718 8.8 -1.9 3.1
H 6.877 4.081 -32.967 -0.3 -1.6 1.8
H 5.566 4.746 -34.159 0.7 -1.4 0.9
H 6.758 5.691 -33.461 1.0 0.8 0.5
H 7.092 3.464 -35.487 -1.1 0.1 -0.1
H 7.916 5.134 -36.988 0.1 0.1 0.7
H 8.037 6.407 -35.711 -0.1 -1.0 0.1
H 6.498 5.820 -36.269 -0.1 -0.3 0.2
H 8.599 3.393 -34.040 1.1 -0.6 0.4
```
Positions in Å, forces in eV/Å.

Net charge: 0
HOMO level in Eh: -0.336
SMILES: NC(N)=O.NC(N)=O.NC(N)=O.NC(N)=O.CC(C)O.CC(C)O.CC(C)O.CC(C)O.CC(C)O
Orbital gap in Eh: 0.329
DFT total energy in hartree: -1872.53064
LUMO energy in eV: -0.205
Relative energy (zero: lowest compared OMol25 entry of this formula, charge and spin) in kJ/mol: 869.6



Formula: C30H30Cl5N7NaO3P
Source: OMol25
Level of theory: ωB97M-V/def2-TZVPD

Structure (XYZ):
```
77
Properties=species:S:1:pos:R:3:forces:R:3
Na -1.025 1.591 0.127 0.1 0.2 -0.6
Cl 0.952 3.181 3.483 0.0 0.1 -0.2
C 1.116 4.026 1.901 0.1 0.0 0.2
C 0.498 3.490 0.800 -0.1 0.1 -0.1
C 0.682 4.234 -0.343 0.0 0.0 -0.2
Cl -0.087 3.629 -1.845 0.1 0.1 0.1
C 1.412 5.416 -0.435 0.0 0.0 -0.1
Cl 1.572 6.279 -1.925 0.0 0.0 0.0
C 2.028 5.900 0.718 -0.1 -0.1 0.0
Cl 2.957 7.351 0.668 0.0 0.0 0.0
C 1.881 5.192 1.911 0.0 -0.1 0.0
Cl 2.655 5.771 3.344 0.0 0.0 0.0
C -6.701 2.053 -0.610 0.0 0.1 0.0
N -5.431 1.665 -0.013 -0.1 -0.1 0.0
C -5.160 2.327 1.250 0.0 0.0 0.0
C -4.335 1.422 -0.837 0.1 0.1 -0.2
N -3.166 1.890 -0.694 0.0 0.1 0.1
N -4.656 0.544 -1.880 -0.1 -0.1 0.1
C -3.792 -0.169 -2.709 0.0 0.2 0.1
N -4.534 -1.005 -3.548 0.0 -0.1 0.0
N -2.524 -0.096 -2.661 -0.1 -0.1 -0.1
H -7.536 1.612 -0.064 0.0 0.0 0.0
H -6.765 1.743 -1.650 0.0 0.0 0.0
H -6.821 3.143 -0.595 0.0 0.0 0.0
H -6.022 2.188 1.902 0.0 0.0 0.0
H -5.001 3.406 1.127 0.0 0.0 0.0
H -4.294 1.885 1.742 0.0 0.0 0.0
H -3.152 2.558 0.073 -0.2 0.1 0.0
H -5.537 0.075 -1.739 0.1 0.0 0.0
H -5.416 -0.634 -3.866 0.0 0.1 0.0
H -3.998 -1.406 -4.301 0.0 0.0 0.0
H -2.143 -0.692 -3.395 0.1 0.1 0.0
O -0.956 0.820 2.741 -0.3 0.2 -0.2
N 0.063 -0.868 1.641 0.1 0.5 -0.1
C -0.549 -1.828 2.247 0.1 -0.2 -0.2
C -0.060 -3.124 1.807 -0.1 0.2 0.1
C -0.489 -4.318 2.380 0.0 -0.1 0.0
C 0.071 -5.521 1.987 -0.1 0.0 0.1
C 1.074 -5.555 1.026 0.0 0.0 0.0
C 1.492 -4.374 0.430 0.0 0.0 0.0
C 0.921 -3.153 0.794 -0.2 0.1 0.1
P 1.455 -1.583 0.077 0.1 -0.2 -0.5
C 2.663 -0.686 1.049 0.0 0.2 0.1
C 2.845 0.677 0.828 0.0 0.0 0.0
C 3.746 1.384 1.609 0.0 0.0 0.0
C 4.463 0.732 2.603 0.0 0.0 0.0
C 4.278 -0.626 2.824 0.0 0.0 0.0
C 3.371 -1.339 2.052 0.1 0.0 0.0
C 2.476 -2.188 -1.329 0.1 -0.1 -0.1
C 1.868 -2.910 -2.364 0.0 0.0 0.1
C 2.605 -3.381 -3.435 0.1 0.0 0.0
C 3.976 -3.138 -3.496 -0.1 0.0 0.0
C 4.591 -2.425 -2.484 0.0 0.0 0.0
C 3.845 -1.951 -1.407 0.0 0.0 0.0
H -0.525 1.650 3.062 -0.1 0.0 -0.1
H -1.302 -1.667 3.005 0.0 -0.1 0.0
H -1.254 -4.291 3.146 0.0 0.0 0.0
H -0.269 -6.442 2.445 0.0 0.0 0.0
H 1.526 -6.493 0.737 0.0 0.0 0.0
H 2.273 -4.414 -0.315 0.0 0.0 0.0
H 2.250 1.212 0.097 0.0 0.0 0.0
H 3.863 2.450 1.458 0.0 0.0 0.0
H 5.156 1.290 3.221 0.0 0.0 0.0
H 4.829 -1.130 3.607 0.0 0.0 0.0
H 3.211 -2.395 2.239 0.0 0.0 0.0
H 0.802 -3.115 -2.324 0.0 0.0 0.0
H 2.119 -3.939 -4.224 0.0 0.0 0.0
H 4.556 -3.504 -4.333 0.0 0.0 0.0
H 5.655 -2.230 -2.525 0.0 0.0 0.0
H 4.343 -1.391 -0.628 0.0 0.0 0.0
C 0.718 -0.075 -2.052 0.0 -0.1 0.0
O 0.426 -0.673 -0.768 0.1 -0.2 0.2
H -0.048 0.678 -2.204 0.0 0.0 0.0
H 0.652 -0.819 -2.841 0.0 0.0 0.0
H 1.709 0.377 -2.054 0.0 0.0 0.0
O -2.152 1.304 2.022 0.1 -0.3 0.6
N 0.060 0.401 1.713 0.0 -0.6 0.5
```
Positions in Å, forces in eV/Å.

Net charge: 0
HOMO level in Eh: -0.278
Orbital gap in Eh: 0.278
DFT total energy in hartree: -4574.62892
LUMO energy in eV: -0.009
Relative energy (zero: lowest compared OMol25 entry of this formula, charge and spin) in kJ/mol: 384.2



Formula: C7H10
Source: OMol25
Level of theory: ωB97M-V/def2-TZVPD

Structure (XYZ):
```
17
Properties=species:S:1:pos:R:3:forces:R:3
C -1.956 -0.249 0.017 -0.3 -0.6 0.0
C -1.543 0.901 -0.796 -0.2 0.7 -0.4
C -0.502 0.101 -0.094 0.4 -0.3 0.8
C 0.547 -0.818 -0.720 0.0 0.1 -0.1
C 1.511 -0.694 0.455 -0.5 -1.3 1.5
C 1.536 0.772 0.810 0.7 0.3 0.0
C 0.139 0.646 1.142 -1.9 1.0 0.1
H -2.252 -1.143 -0.494 -0.2 -0.3 -0.2
H -2.470 -0.048 0.944 0.2 0.0 0.2
H -1.561 0.799 -1.864 0.0 0.1 -0.3
H -1.785 1.879 -0.421 0.0 0.2 0.0
H 0.180 -1.837 -0.870 0.0 0.2 0.0
H 0.979 -0.465 -1.664 0.0 0.0 0.1
H 2.438 -1.239 0.556 0.3 -0.1 -0.3
H 1.725 1.425 -0.019 0.2 0.3 -0.7
H 2.147 1.036 1.653 0.4 0.0 0.3
H 0.868 -1.066 1.366 0.9 -0.3 -1.0
```
Positions in Å, forces in eV/Å.

Net charge: 0
HOMO level in Eh: -0.293
Orbital gap in Eh: 0.316
DFT total energy in hartree: -272.54154
LUMO energy in eV: 0.642
Relative energy (zero: lowest compared OMol25 entry of this formula, charge and spin) in kJ/mol: 463.3



Question: What is the formula in the fourth record?
Answer: C30H30Cl5N7NaO3P